The molecule C5H10O2, computed with ωB97M-V with the def2-TZVPD basis set.

Bonds (Å) are listed after each position.
CARTESIAN COORDINATES (ANGSTROEM)
1 O 1.852 -0.397 1.331  C2 1.427, H8 0.960
2 C 1.884 -0.398 -0.096  O1 1.427, C3 1.519, H9 1.100, H10 1.100
3 C 0.484 -0.782 -0.542  C2 1.519, C4 1.522, H11 1.098, H12 1.098
4 C -0.539 0.345 -0.545  C3 1.522, C5 1.535, C7 1.542, H13 1.097
5 C -1.996 -0.135 -0.502  C4 1.535, O6 1.432, H14 1.100, H15 1.096
6 O -2.260 0.579 0.711  C5 1.432, C7 1.436
7 C -0.897 1.022 0.794  C4 1.542, O6 1.436, H16 1.098, H17 1.095
8 H 2.285 0.389 1.672  O1 0.960
9 H 2.614 -1.144 -0.445  C2 1.100
10 H 2.199 0.575 -0.499  C2 1.100
11 H 0.178 -1.531 0.200  C3 1.098
12 H 0.485 -1.276 -1.523  C3 1.098
13 H -0.341 1.069 -1.345  C4 1.097
14 H -2.083 -1.223 -0.365  C5 1.100
15 H -2.652 0.177 -1.322  C5 1.096
16 H -0.833 2.118 0.810  C7 1.098
17 H -0.379 0.612 1.667  C7 1.095

Output
HOMO energy: -9.426 eV
relative energy (zero: lowest compared OMol25 entry of this formula, charge and spin): 238.2 kJ/mol
SMILES string: OCCC1COC1

These are the natural (NBO) partial charges, in e, on atoms 1 to 8: atom 1 (O): -0.73, atom 2 (C): -0.06, atom 3 (C): -0.42, atom 4 (C): -0.27, atom 5 (C): -0.05, atom 6 (O): -0.54, atom 7 (C): -0.06, atom 8 (H): 0.47